The following is a quantum chemistry calculation of a single C9H15N3O2 molecule in a non-equilibrium geometry, from OMol25.

Structure (XYZ):
```
29
Properties=species:S:1:pos:R:3
O 3.051 -0.014 0.850
O 2.468 0.334 -1.309
N -1.720 0.664 -1.482
N 1.271 -1.719 1.191
N -0.948 2.675 -2.023
C 0.127 1.087 1.790
C -0.303 2.212 -0.918
C -1.548 -0.658 1.166
C 2.183 -0.040 -0.170
C -0.348 0.170 0.676
C 0.430 -1.554 -1.114
C -1.722 1.644 -2.432
C -0.773 0.993 -0.496
C 0.857 -0.799 0.114
H -2.482 1.642 -3.231
H -2.341 -0.063 1.364
H 0.455 0.485 2.557
H 0.908 1.642 1.473
H 0.867 -2.431 -1.415
H -1.826 -1.477 0.661
H -0.728 1.694 2.047
H 1.956 -2.380 0.841
H 0.589 2.695 -0.563
H -2.340 -0.166 -1.331
H -0.656 -1.625 -1.279
H 2.669 -0.645 1.450
H 0.731 -1.025 -1.959
H -1.363 -0.986 2.146
H 0.537 -2.355 1.394
```

Output
Relative energy (zero: lowest compared OMol25 entry of this formula, charge and spin) ... 0.000 eV
LUMO energy ... 0.408 eV
Kohn-Sham gap ... 8.924 eV
SMILES string ... CC(C)(c1cnc[nH]1)[C@](C)(N)C(=O)O
Highest occupied orbital energy ... -8.5161 eV
Calculated total energy ... -18140.602 eV